(1)
{"formula": "C2H3PS3", "method": "ωB97M-V/def2-TZVPD", "elements": ["C", "C", "P", "S", "S", "S", "H", "H", "H"], "positions_angstrom": [[-2.55342, 0.05981, 0.48873], [1.43552, -0.49456, -0.78436], [-2.29223, -0.00411, 2.14354], [-2.58314, 0.33728, -1.06307], [2.67720, 0.44282, -0.24845], [4.36490, 0.12685, -1.17372], [1.39168, -0.95794, -1.74043], [0.69348, -0.58170, 0.00278], [-3.13399, 1.07153, 2.37498]], "lowdin_charge": [-1.20, -0.41, 0.70, 0.67, 0.36, 0.04, 0.02, -0.01, -0.16], "total_energy_ha": -1613.8000, "max_force_ha_per_bohr": 0.046, "relative_energy_ev": 1.770, "lumo_ev": -1.16, "total_charge": 0}

=====

(2)
{"formula": "C2H44N2O21", "method": "ωB97M-V/def2-TZVPD", "elements": ["N", "N", "O", "C", "C", "H", "H", "H", "H", "O", "H", "H", "O", "H", "H", "O", "H", "H", "O", "H", "H", "O", "H", "H", "O", "H", "H", "O", "H", "H", "O", "H", "H", "O", "H", "H", "O", "H", "H", "O", "H", "H", "O", "H", "H", "O", "H", "H", "O", "H", "H", "O", "H", "H", "O", "H", "H", "O", "H", "H", "O", "H", "H", "O", "H", "H", "O", "H", "H"], "positions_angstrom": [[0.73950, -1.51368, 0.58512], [1.34930, -0.47674, 0.90143], [-0.51428, -1.16688, 0.01185], [0.66012, 0.71964, 0.39674], [-0.61426, 0.18022, -0.17031], [0.46179, 1.33676, 1.29584], [1.22618, 1.31021, -0.34180], [-1.51425, 0.54942, 0.41281], [-0.75505, 0.46102, -1.18827], [-0.99547, -0.40541, -4.13729], [-0.10643, -0.12033, -3.74730], [-0.83080, -0.76176, -5.06985], [-3.00732, 3.30544, 1.57638], [-3.35662, 2.94734, 0.69689], [-2.93560, 2.53239, 2.22523], [4.39435, -1.75422, 2.61157], [3.81056, -1.90088, 3.42486], [4.38573, -2.60262, 2.06030], [1.30057, -2.95097, -2.67073], [0.29888, -2.86725, -2.78633], [1.70097, -2.02256, -2.70939], [2.98966, 2.98498, -1.39964], [2.32272, 3.35425, -0.73437], [2.56085, 2.99786, -2.31600], [1.91391, 2.26443, -3.82144], [2.17908, 1.82617, -4.69400], [1.06243, 2.78815, -3.97780], [-3.88866, 2.42892, -0.74226], [-4.08760, 1.44779, -0.88909], [-3.86852, 2.88499, -1.64523], [2.22703, -4.25284, -0.40686], [1.90677, -3.73860, -1.21726], [1.52181, -4.17529, 0.31453], [1.89306, -0.40234, -3.34655], [1.73049, 0.56922, -3.11545], [2.66112, -0.44570, -4.00379], [-1.66559, 3.05024, -3.30455], [-1.68875, 2.26306, -3.93982], [-2.59634, 3.44418, -3.25679], [-2.85552, 0.94796, 2.93397], [-1.93480, 0.60218, 3.17159], [-3.37941, 1.06461, 3.79170], [-4.20759, -0.91782, 1.59483], [-4.42523, -1.60041, 2.30930], [-3.88769, -0.07389, 2.05222], [-4.74179, -0.21623, -1.04330], [-4.13815, -0.72556, -1.67573], [-4.69154, -0.65871, -0.13476], [-0.36447, -0.01959, 3.49344], [0.11728, 0.03540, 4.38150], [0.26650, -0.43040, 2.81751], [3.73109, 0.74391, 2.41522], [2.74198, 0.93870, 2.50172], [3.84851, -0.25705, 2.32553], [4.92066, 1.06707, -0.06044], [4.05146, 1.48819, -0.36198], [4.84513, 0.86123, 0.92732], [-0.05875, 3.44976, -1.09192], [-0.64274, 3.28337, -1.90126], [0.05544, 4.44949, -0.98585], [2.07920, -2.13788, 4.14071], [1.57420, -1.71811, 4.91047], [1.68066, -3.05072, 3.96279], [-2.03489, -2.88954, 1.48267], [-2.13510, -2.53781, 2.42607], [-2.60534, -2.31954, 0.87156], [0.02628, -4.50368, 0.98403], [-0.78356, -3.90116, 1.05387], [0.07694, -5.06243, 1.82605]], "lowdin_charge": [0.12, 0.04, -0.12, -0.16, -0.22, 0.12, 0.10, 0.13, 0.10, -0.12, 0.02, 0.08, -0.16, -0.02, -0.01, -0.10, 0.05, 0.11, -0.12, 0.09, 0.03, -0.12, 0.06, 0.02, -0.10, 0.11, 0.10, -0.10, 0.04, 0.07, -0.18, -0.01, -0.03, -0.11, 0.05, 0.12, -0.10, 0.09, 0.09, -0.11, 0.05, 0.13, -0.12, 0.10, 0.04, -0.11, 0.09, 0.03, -0.09, 0.10, 0.05, -0.14, 0.05, -0.01, -0.15, 0.01, 0.02, -0.11, 0.01, 0.09, -0.10, 0.08, 0.10, -0.10, 0.09, 0.08, -0.12, 0.01, 0.09], "total_energy_ha": -1791.9936, "max_force_ha_per_bohr": 0.057, "lumo_ev": -0.72, "total_charge": 0}

=====

(3)
{"formula": "C2H48O24Y", "method": "ωB97M-V/def2-TZVPD", "elements": ["Y", "O", "C", "C", "O", "H", "H", "H", "H", "O", "H", "H", "O", "H", "H", "O", "H", "H", "O", "H", "H", "O", "H", "H", "O", "H", "H", "O", "H", "H", "O", "H", "H", "O", "H", "H", "O", "H", "H", "O", "H", "H", "O", "H", "H", "O", "H", "H", "O", "H", "H", "O", "H", "H", "O", "H", "H", "O", "H", "H", "O", "H", "H", "O", "H", "H", "O", "H", "H", "O", "H", "H", "O", "H", "H"], "positions_angstrom": [[-0.00597, 0.59116, -2.52280], [-1.40097, 0.14116, -0.91480], [-0.74697, -0.32084, 0.22220], [0.56303, 0.34516, 0.22920], [1.18803, -0.19884, -0.86380], [-0.64497, -1.37684, 0.14620], [-1.25797, -0.12084, 1.17420], [0.48303, 1.43016, 0.17320], [1.27203, 0.09616, 0.97620], [1.91003, 2.14116, -2.13580], [2.74203, 1.67216, -2.36280], [1.95303, 3.07216, -2.27380], [-0.22897, -1.59584, -2.92180], [0.02703, -1.77084, -3.89580], [-0.23097, -2.36384, -2.38480], [0.50703, -2.29284, 2.27920], [1.17103, -2.38584, 1.59820], [0.60403, -1.39384, 2.61120], [3.97203, 2.18616, 0.81620], [4.61503, 1.93716, 1.47120], [3.20903, 2.00016, 1.38120], [3.63403, -0.15484, -0.57080], [3.68003, 0.66816, -0.06780], [2.66903, -0.16784, -0.64580], [-1.13797, 2.51316, 1.76620], [-1.55797, 2.40016, 2.59220], [-1.77997, 2.00516, 1.26120], [-0.78397, 2.70116, -1.93980], [-0.91597, 3.55616, -2.40880], [-0.44297, 3.03316, -1.10480], [2.12203, -2.52584, 0.22020], [1.71503, -1.73784, -0.16280], [2.84203, -2.20584, 0.79820], [2.05903, -0.12884, -3.52380], [2.30603, -0.99784, -3.13680], [2.63003, -0.17984, -4.28180], [2.78303, -2.62984, -2.42680], [2.59803, -2.70584, -1.47380], [2.38303, -3.41184, -2.85880], [-2.07097, -3.04684, 1.34420], [-1.20497, -2.61584, 1.51920], [-2.31597, -3.49784, 2.13420], [1.77403, 2.13416, 2.37720], [1.78103, 2.97516, 2.80220], [1.06403, 2.20216, 1.74320], [0.41903, 0.06316, 3.64120], [0.90703, 0.76616, 3.27020], [-0.48497, 0.29616, 3.41420], [-3.30397, -1.64684, -0.67580], [-2.90897, -2.14884, 0.03220], [-2.64697, -0.97584, -0.96780], [3.86603, -1.51284, 1.99820], [3.91703, -1.11384, 2.85320], [3.92103, -0.84284, 1.34720], [-4.38997, 0.22716, -2.36280], [-4.12897, -0.49384, -1.80080], [-4.54897, 0.93616, -1.76780], [-1.92397, 0.36616, -3.81880], [-2.81697, 0.38216, -3.52180], [-2.01397, -0.15584, -4.61080], [-3.77297, -0.95984, 2.13320], [-3.54197, -0.34384, 1.43320], [-3.27197, -1.72484, 2.00220], [-3.21297, 1.36116, 0.51220], [-3.37697, 2.16616, -0.00880], [-2.49197, 1.00016, -0.06180], [-2.33597, 0.80216, 3.81420], [-2.66097, 0.90216, 4.66120], [-3.07797, 0.49816, 3.32920], [0.62603, 4.02816, 0.03420], [0.34903, 3.95716, 0.93020], [0.30303, 4.88116, -0.26480], [-0.32197, -3.62184, -1.14680], [0.35203, -3.84284, -0.58780], [-0.95597, -3.22384, -0.56780]], "lowdin_charge": [1.62, -0.37, -0.30, -0.31, -0.37, 0.08, 0.12, 0.09, 0.11, -0.07, 0.09, 0.06, -0.10, 0.14, 0.01, -0.04, -0.02, 0.00, -0.04, 0.06, -0.01, -0.06, -0.02, -0.06, -0.03, 0.02, -0.01, -0.09, 0.12, 0.01, -0.06, 0.01, 0.03, -0.10, 0.04, 0.09, -0.05, 0.01, 0.08, -0.04, 0.03, 0.08, -0.01, 0.08, 0.00, -0.02, -0.03, 0.01, -0.05, -0.01, 0.00, 0.01, 0.06, -0.01, -0.01, 0.00, 0.03, -0.06, 0.03, 0.09, -0.02, 0.00, -0.03, -0.06, 0.08, 0.00, 0.01, 0.03, 0.01, -0.01, 0.02, 0.08, 0.04, 0.01, 0.02], "total_energy_ha": -1949.0784, "max_force_ha_per_bohr": 0.092, "relative_energy_ev": 0.000, "lumo_ev": -3.46, "total_charge": 1}

=====

(4)
{"formula": "C2H4AlO2", "method": "ωB97M-V/def2-TZVPD", "elements": ["H", "C", "C", "O", "H", "H", "Al", "O", "H"], "positions_angstrom": [[0.74548, 1.34677, 0.08831], [-0.06251, 0.76300, -0.77208], [0.38303, -0.52733, -0.82128], [1.00924, -1.09175, 0.19612], [0.12525, 1.42269, -1.62024], [-0.25484, -1.22591, -1.39544], [0.76447, -0.67320, 1.78236], [-1.03186, 0.28796, 1.46789], [-1.67828, -0.30223, 1.07437]], "lowdin_charge": [0.12, -0.03, -0.36, -0.26, 0.05, 0.12, 0.72, -0.34, -0.02], "total_energy_ha": -471.4134, "max_force_ha_per_bohr": 0.127, "spin_multiplicity": 2, "relative_energy_ev": 0.561, "lumo_ev": [-0.07, -2.39], "total_charge": 0}

=====

(5)
{"formula": "C2H4B3BrNaO5", "method": "ωB97M-V/def2-TZVPD", "elements": ["O", "C", "O", "C", "B", "O", "B", "O", "B", "Br", "O", "H", "H", "H", "H", "Na"], "positions_angstrom": [[3.11961, -0.82921, 0.04687], [2.19637, -0.04542, 0.11199], [2.10358, 0.99129, -0.79472], [1.09915, -0.16749, 1.11671], [-0.37295, -0.40181, 0.58261], [-0.73782, -1.13674, -0.56351], [-2.07203, -0.75203, -0.88074], [-2.33661, 0.58604, -0.85653], [-2.06450, 1.08236, 0.39084], [-2.42853, 2.86326, 0.91348], [-1.41055, 0.20249, 1.25296], [2.38420, 0.64002, -1.63904], [1.38305, -0.99502, 1.75037], [1.06796, 0.72382, 1.72814], [-2.89466, -1.56342, -1.11460], [0.96371, -1.19812, -2.04485]], "lowdin_charge": [0.15, -0.51, 0.12, 0.08, -0.50, 0.18, -0.26, 0.25, -1.04, 0.92, 0.25, 0.10, 0.15, 0.15, 0.14, 0.82], "total_energy_ha": -3265.7861, "max_force_ha_per_bohr": 0.032, "lumo_ev": -4.84, "total_charge": 1}

=====

(6)
{"formula": "C2H4BFO", "method": "ωB97M-V/def2-TZVPD", "elements": ["B", "C", "C", "O", "F", "H", "H", "H", "H"], "positions_angstrom": [[-0.14158, -0.64800, 0.11971], [0.77643, 0.01087, 1.36200], [-0.31166, 0.16292, -1.12041], [0.20822, 0.56188, 2.26953], [-0.84372, -0.33657, -2.20542], [-1.04049, 0.55983, -0.31121], [-0.51327, -1.72482, 0.25359], [1.84281, 0.22046, 1.12346], [0.02327, 1.19343, -1.49125]], "lowdin_charge": [-0.09, -0.21, -0.22, 0.02, 0.02, 0.15, 0.07, 0.10, 0.16], "total_energy_ha": -278.4675, "max_force_ha_per_bohr": 0.063, "relative_energy_ev": 2.246, "lumo_ev": 0.44, "smiles": "O=CBCF", "total_charge": 0}